one | Formula: C36H78N2O6
Source: OMol25
Level of theory: ωB97M-V/def2-TZVPD

```
122
Properties=species:S:1:pos:R:3:lowdin_charge:R:1
O -8.309 -14.928 -7.493 -0.150
O 0.377 -18.778 0.410 -0.177
O -2.418 -22.942 -2.486 -0.120
O 1.439 -14.552 -7.769 -0.167
O -8.772 -17.964 -3.454 -0.196
O -3.765 -11.808 -6.920 -0.147
N -3.555 -15.973 -3.178 -0.172
N -4.621 -8.664 0.222 -0.203
C -9.689 -17.411 -2.500 -0.159
C -5.539 -6.481 0.913 -0.089
C -4.845 -10.117 -0.123 -0.210
C -8.364 -13.558 -7.683 -0.230
C -3.209 -9.625 -7.305 -0.181
C -0.214 -19.046 1.736 -0.131
C -5.594 -10.100 -1.488 -0.079
C -4.118 -16.295 -5.513 -0.069
C -1.029 -22.656 -2.559 -0.218
C -2.660 -17.127 -2.906 -0.247
C -3.097 -21.964 -3.240 -0.195
C 0.312 -14.435 -5.761 -0.176
C -0.612 -14.095 -6.901 -0.140
C -0.917 -21.165 -2.630 -0.171
C -8.598 -14.133 -5.383 -0.165
C -8.474 -15.441 -6.182 -0.160
C 1.668 -14.718 -6.378 -0.183
C -3.620 -14.973 -2.107 -0.220
C -3.316 -15.457 -4.532 -0.246
C -2.986 -17.886 -1.656 -0.098
C -2.116 -8.700 0.351 -0.082
C -4.925 -14.179 -2.343 -0.079
C -3.425 -8.546 1.089 -0.276
C -3.700 -10.832 -7.981 -0.187
C -7.417 -17.563 -1.560 -0.164
C -7.949 -13.110 -6.307 -0.177
C -3.043 -9.933 -5.819 -0.161
C 0.595 -17.412 0.137 -0.190
C -3.866 -11.154 -5.675 -0.251
C -7.573 -18.457 -2.798 -0.172
C -5.731 -8.014 0.882 -0.275
C 0.041 -16.722 1.387 -0.206
C 0.357 -13.764 -8.086 -0.213
C -2.062 -20.886 -3.526 -0.195
C -0.868 -17.659 2.044 -0.194
C -8.576 -16.573 -1.727 -0.146
H -2.255 -15.508 -4.778 0.087
H -7.903 -19.476 -2.597 0.111
H -2.338 -18.755 -1.546 0.058
H -8.165 -15.813 -2.392 0.090
H -3.980 -8.859 -7.389 0.114
H -7.835 -13.294 -8.599 0.121
H 0.141 -14.013 -9.125 0.121
H -1.874 -17.620 1.627 0.106
H -4.728 -10.785 -8.339 0.118
H -1.812 -7.759 -0.108 0.071
H -2.800 -14.265 -2.227 0.110
H -6.061 -11.056 -1.722 0.054
H -5.143 -16.139 -5.176 0.064
H -4.014 -18.232 -1.552 0.078
H -3.538 -9.327 1.841 0.108
H -9.587 -13.810 -5.056 0.109
H -0.448 -22.960 -1.689 0.119
H -5.912 -8.381 1.892 0.111
H -3.943 -10.720 -0.232 0.100
H -0.018 -20.840 -3.155 0.127
H -1.627 -16.838 -2.710 0.109
H -5.218 -13.653 -1.435 0.063
H -7.387 -18.180 -0.662 0.109
H -3.067 -11.165 -8.804 0.121
H -0.499 -15.793 1.203 0.113
H -3.668 -15.404 -1.107 0.105
H 0.482 -13.640 -5.035 0.112
H -9.416 -15.988 -6.137 0.119
H 1.651 -17.203 -0.029 0.122
H -8.354 -12.120 -6.098 0.110
H 2.417 -13.935 -6.259 0.115
H -1.219 -14.940 -7.227 0.110
H 0.881 -16.487 2.041 0.114
H -4.975 -6.161 0.037 0.077
H -5.494 -10.506 0.662 0.106
H -1.708 -20.915 -4.557 0.118
H -2.847 -17.205 -0.817 0.051
H -4.888 -10.985 -5.338 0.113
H -2.482 -19.893 -3.366 0.072
H -9.330 -13.112 -7.925 0.110
H -0.582 -23.233 -3.368 0.122
H -0.115 -15.276 -5.215 0.089
H -5.725 -14.919 -2.316 0.050
H -0.851 -17.547 3.128 0.114
H -6.741 -18.514 -3.499 0.115
H -3.234 -9.056 -5.200 0.116
H -3.439 -7.632 1.683 0.103
H -4.893 -9.886 -2.296 0.062
H -3.864 -21.554 -2.583 0.112
H -9.056 -16.151 -0.844 0.102
H -3.801 -16.028 -6.521 0.075
H -8.042 -14.130 -4.446 0.091
H -1.365 -8.733 1.140 0.071
H -6.453 -17.092 -1.753 0.077
H 0.615 -19.166 2.433 0.111
H -3.646 -22.422 -4.063 0.118
H -10.202 -18.158 -1.893 0.110
H -6.875 -13.156 -6.125 0.108
H -5.040 -13.578 -3.245 0.060
H -7.555 -15.994 -5.989 0.112
H 0.701 -12.734 -8.170 0.110
H -6.500 -5.970 0.871 0.065
H -3.997 -17.375 -5.436 0.064
H -2.127 -9.554 -0.326 0.066
H -0.130 -17.239 -0.659 0.099
H 2.134 -15.639 -6.029 0.119
H -2.002 -10.188 -5.619 0.112
H -6.364 -9.329 -1.471 0.058
H -3.602 -11.849 -4.878 0.106
H -2.279 -9.218 -7.702 0.115
H -10.465 -16.756 -2.896 0.112
H -6.629 -8.216 0.299 0.101
H -0.962 -19.835 1.811 0.116
H -1.177 -20.674 -1.693 0.110
H -3.663 -14.432 -4.665 0.099
H -1.193 -13.188 -6.730 0.098
H -2.620 -17.900 -3.673 0.094
H -5.033 -6.068 1.786 0.060
```

Results
SMILES string ... CCN(CC)CC.CCN(CC)CC.C1CCOC1.C1CCOC1.C1CCOC1.C1CCOC1.C1CCOC1.C1CCOC1
Highest occupied orbital energy ... -8.421 eV
Net charge ... 0
Multiplicity ... 1

two | Formula: C36H78N2O6
Source: OMol25
Level of theory: ωB97M-V/def2-TZVPD

```
122
Properties=species:S:1:pos:R:3:lowdin_charge:R:1
O -0.974 0.253 -1.305 -0.173
O -0.372 -4.433 -2.578 -0.157
O 2.895 -1.900 -2.357 -0.154
O -2.729 3.276 0.858 -0.153
O -1.376 -2.234 5.713 -0.150
O 0.324 3.451 5.185 -0.139
N 3.151 -0.355 3.490 -0.187
N -0.843 2.785 -5.151 -0.186
C 2.467 -1.591 3.128 -0.256
C -0.224 -0.893 -1.669 -0.179
C -0.241 2.249 3.270 -0.159
C 3.823 -2.967 -2.537 -0.189
C -0.564 -1.895 -0.565 -0.130
C 4.956 -0.878 -2.144 -0.176
C 2.936 0.465 1.158 -0.080
C -3.093 3.488 -0.502 -0.200
C -2.062 4.951 -5.507 -0.090
C -0.392 3.607 3.952 -0.182
C 4.575 0.799 5.164 -0.097
C -0.933 -1.000 0.656 -0.125
C 0.315 -4.224 -3.826 -0.174
C 3.842 0.293 2.376 -0.245
C 0.309 2.503 -2.972 -0.075
C -0.791 -3.894 -4.835 -0.169
C -2.018 -1.966 4.473 -0.223
C 0.532 2.069 5.476 -0.194
C -5.048 3.272 0.836 -0.169
C 3.351 -2.762 2.653 -0.069
C -0.364 1.341 4.492 -0.176
C -2.038 -3.692 -3.982 -0.157
C -2.409 -2.350 6.680 -0.208
C -0.993 2.815 -3.692 -0.263
C -0.715 1.404 -5.608 -0.269
C -1.726 -4.705 -2.870 -0.219
C -1.019 0.433 0.090 -0.196
C 5.239 -2.319 -2.531 -0.156
C -0.468 1.241 -7.103 -0.095
C 3.985 -0.520 4.676 -0.267
C -4.606 3.484 -0.609 -0.159
C -3.192 -2.957 4.499 -0.161
C 3.556 -0.694 -2.673 -0.228
C -3.664 -2.854 5.948 -0.155
C -3.829 2.611 1.478 -0.215
C -1.945 3.446 -5.837 -0.263
H -2.251 5.196 -4.459 0.050
H -1.899 -1.381 0.983 0.102
H 3.008 0.146 -2.239 0.108
H 4.910 0.647 6.190 0.073
H -2.038 -3.003 7.475 0.117
H 5.611 -2.262 -3.561 0.108
H -4.450 -2.099 5.969 0.108
H -3.963 -3.835 6.308 0.106
H 1.948 0.795 1.484 0.050
H 0.735 2.062 2.820 0.102
H -2.917 2.937 -5.763 0.120
H 3.719 -3.752 -1.788 0.117
H 3.357 1.234 0.511 0.078
H -2.929 -3.974 -4.541 0.110
H -1.899 -5.750 -3.147 0.121
H 0.126 2.718 -1.917 0.070
H -5.092 4.342 -1.078 0.109
H -1.270 1.578 -7.754 0.061
H 3.346 -0.856 5.498 0.116
H 4.723 -0.313 2.113 0.114
H 5.607 -0.047 -2.418 0.117
H -1.147 5.503 -5.718 0.077
H 1.750 -1.300 2.354 0.073
H -2.581 4.360 -0.910 0.121
H -1.444 3.730 4.234 0.116
H 4.185 1.273 2.703 0.104
H -5.198 4.179 1.426 0.114
H -0.024 0.341 4.214 0.102
H -1.073 -4.672 -5.550 0.108
H -1.427 -2.481 -0.884 0.091
H -2.926 5.296 -6.077 0.070
H -2.321 -4.491 -1.980 0.113
H 5.450 1.078 4.569 0.067
H -5.026 2.653 -1.182 0.110
H -2.106 -2.695 -3.550 0.101
H 1.817 -1.967 3.922 0.113
H -0.163 1.097 0.280 0.113
H -2.258 -0.906 4.312 0.105
H -0.216 -0.948 1.478 0.081
H -2.734 -3.936 4.341 0.113
H 0.164 0.967 -5.132 0.102
H -1.868 2.197 -3.429 0.115
H 3.559 -0.472 -3.750 0.127
H -2.574 -1.387 7.184 0.114
H 0.160 -2.651 -0.263 0.110
H -1.220 -2.180 3.753 0.111
H 0.216 1.843 6.498 0.118
H -1.292 3.808 -3.352 0.090
H 0.634 1.485 -3.165 0.045
H -2.683 2.661 -1.100 0.101
H 0.483 1.701 -7.379 0.079
H -1.889 0.945 0.499 0.083
H 5.955 -2.902 -1.958 0.107
H -3.876 2.673 2.561 0.120
H 0.937 -5.091 -4.075 0.115
H 4.791 -1.258 4.570 0.108
H 4.998 -0.885 -1.045 0.105
H -0.051 4.438 3.341 0.119
H -1.024 2.004 2.550 0.091
H -3.910 -2.779 3.701 0.108
H -1.689 3.502 -6.897 0.099
H 0.820 -0.561 -1.592 0.100
H -0.494 -3.077 -5.498 0.105
H -1.603 0.820 -5.315 0.119
H 2.689 -3.589 2.399 0.073
H 3.973 -2.515 1.792 0.060
H 3.679 -3.495 -3.486 0.108
H -5.954 2.664 0.841 0.111
H 4.014 -3.027 3.476 0.062
H -0.447 -1.225 -2.679 0.114
H 1.590 1.812 5.375 0.100
H -0.309 0.173 -7.278 0.067
H 1.092 3.193 -3.291 0.081
H -1.386 1.292 4.872 0.110
H 2.821 -0.466 0.602 0.064
H 3.870 1.622 5.058 0.064
H -3.804 1.553 1.172 0.112
H 1.054 -3.444 -3.624 0.099
```

Results
SMILES string ... CCN(CC)CC.CCN(CC)CC.C1CCOC1.C1CCOC1.C1CCOC1.C1CCOC1.C1CCOC1.C1CCOC1
Highest occupied orbital energy ... -8.199 eV
Net charge ... 0
Multiplicity ... 1

Stability ranking, top entry: two; the second entry is 0.1117 hartree less favorable.

one | Formula: C2H5NP2
Source: OMol25
Level of theory: ωB97M-V/def2-TZVPD

```
10
Properties=species:S:1:pos:R:3:lowdin_charge:R:1
P -0.798 -0.129 0.748 0.789
P 1.148 -1.305 2.670 0.742
N -0.271 0.316 -0.600 -0.433
C 0.810 -0.301 1.350 -0.841
C -1.131 0.543 -1.656 -0.299
H 2.540 -1.167 2.633 -0.168
H -0.567 0.155 -2.525 0.078
H -1.123 1.636 -1.931 0.086
H 1.564 0.074 0.711 -0.017
H -2.173 0.178 -1.400 0.063
```

Results
SMILES string ... [H]/P=C/P=N/C
Highest occupied orbital energy ... -9.082 eV
Net charge ... 0
Multiplicity ... 1

two | Formula: C2H5NP2
Source: OMol25
Level of theory: ωB97M-V/def2-TZVPD

```
10
Properties=species:S:1:pos:R:3:lowdin_charge:R:1
P -0.361 -1.697 -0.425 0.789
P 0.921 0.725 1.028 0.750
N 1.021 0.995 -2.731 0.140
C 0.372 -0.092 -0.501 -0.998
C 0.697 0.425 -1.766 -0.461
H 1.958 -0.217 1.285 -0.097
H -0.801 -1.552 0.851 -0.133
H -1.042 1.478 -0.621 0.168
H 1.677 1.532 0.179 -0.096
H -1.542 -1.105 -0.995 -0.062
```

Results
Highest occupied orbital energy (spin up / spin down) ... -8.711 / -10.019 eV
Net charge ... 0
Multiplicity ... 1

Stability ranking, top entry: one; the second entry is 0.0991 hartree less favorable.